(1)
The following is a quantum chemistry calculation of a cluster of 2 separate species, C13H19ClN2O3 in total, from the Open Molecules 2025 dataset.

Results
structure (SMILES)	CC[C@H](C#N)[C@@H](C#N)CCCCl.C[C@@H]1COC(=O)O1
M	286.76	Da
charge	0
DFT total energy	-1302.17448	Ha
LUMO	0.5	eV
energy above the lowest of the compared OMol25 structures with the same formula, charge and spin	29.9	kJ/mol
HOMO	-10.7	eV
frontier orbital gap	11.191	eV
multiplicity	1

Geometry as XYZ:
```
38
C13H19ClN2O3 | the Open Molecules 2025 dataset | ωB97M-V/def2-TZVPD
C 3.442 -0.989 2.655
C 1.966 -0.619 2.595
C 1.713 0.859 2.802
C 1.835 1.190 4.198
N 1.889 1.548 5.306
C 0.306 1.305 2.346
C 0.271 1.210 0.906
N 0.198 1.078 -0.250
C -0.863 0.594 3.067
C -1.892 -0.115 2.199
C -1.509 -1.543 1.815
Cl -1.616 -1.832 0.061
H 3.552 -2.004 2.320
H 3.794 -0.921 3.673
H 4.031 -0.367 2.005
H 1.446 -1.211 3.327
H 1.579 -0.925 1.635
H 2.437 1.430 2.249
H 0.248 2.350 2.600
H -0.466 -0.110 3.778
H -1.378 1.344 3.638
H -2.187 0.457 1.337
H -2.779 -0.212 2.804
H -2.184 -2.227 2.288
H -0.517 -1.798 2.141
C -1.580 -0.254 -3.169
C -0.695 0.056 -4.350
C -1.180 1.154 -5.263
O -0.561 0.802 -6.510
C -0.383 -0.544 -6.509
O -0.057 -1.180 -7.452
O -0.634 -1.050 -5.276
H -2.636 -0.193 -3.436
H -1.392 -1.264 -2.809
H -1.388 0.444 -2.355
H 0.326 0.254 -4.012
H -0.872 2.149 -4.951
H -2.264 1.134 -5.401
```

---

(2)
The following is a quantum chemistry calculation of a cluster of 2 separate species, C13H19IN4O5 in total, from the Open Molecules 2025 dataset.

Results
M	438.22	Da
charge	0
DFT total energy	-1399.40984	Ha
LUMO	-2.9	eV
HOMO	-6.4	eV
frontier orbital gap	3.533	eV
multiplicity	1

Geometry as XYZ:
```
42
C13H19IN4O5 | the Open Molecules 2025 dataset | ωB97M-V/def2-TZVPD
C -0.772 2.310 2.174
C -0.240 2.276 0.698
C 0.958 2.955 0.246
C 1.339 2.816 -1.165
C 0.568 2.008 -2.084
C -0.630 1.291 -1.612
C -1.363 0.407 -2.659
N -2.547 -0.310 -2.131
C -2.245 -1.277 -1.189
N -3.027 -1.348 -0.106
N -1.184 -2.226 -1.259
I -1.006 -3.114 -3.103
C 0.118 -1.710 -0.719
C 0.887 -2.874 0.022
C 2.367 -2.504 0.413
C 3.160 -1.747 -0.701
O 3.743 -0.729 -0.489
O 3.153 -2.260 -2.015
C -1.021 1.460 -0.232
H -0.403 3.188 2.749
H -0.349 1.376 2.651
H -1.880 2.185 2.171
H 1.562 3.557 0.963
H 2.259 3.325 -1.525
H 0.918 1.954 -3.146
H -1.744 1.102 -3.461
H -0.603 -0.240 -3.157
H -3.286 0.323 -1.828
H -3.994 -1.055 -0.216
H -2.620 -1.700 0.759
H 0.707 -1.225 -1.537
H -0.146 -0.966 0.085
H 0.342 -3.055 0.992
H 0.844 -3.852 -0.526
H 2.453 -1.916 1.363
H 2.923 -3.466 0.603
H 2.228 -2.512 -2.194
H -1.933 0.934 0.122
N 0.117 1.657 5.265
O -0.995 2.221 5.314
O 0.191 0.454 4.917
O 1.150 2.288 5.548
```

---

(3)
The following is a quantum chemistry calculation of an isolated molecule of C13H19N3O4, from the Open Molecules 2025 dataset.

Results
structure (SMILES)	CCCCCCCC(=O)N/N=C/c1ccc([N+](=O)[O-])o1
M	281.31	Da
charge	0
DFT total energy	-971.86108	Ha
LUMO	-1.0	eV
energy above the lowest of the compared OMol25 structures with the same formula, charge and spin	527.2	kJ/mol
HOMO	-8.9	eV
frontier orbital gap	7.880	eV
multiplicity	1

Geometry as XYZ:
```
39
C13H19N3O4 | the Open Molecules 2025 dataset | ωB97M-V/def2-TZVPD
C -4.625 -3.023 1.661
H -4.290 -2.527 2.569
C -4.782 -2.016 0.528
C -3.467 -1.307 0.211
C -3.630 -0.290 -0.917
C -2.315 0.357 -1.352
C -1.709 1.260 -0.280
C -0.467 1.991 -0.803
C 0.047 2.940 0.244
O -0.583 3.840 0.743
N 1.351 2.731 0.661
N 2.136 1.778 0.185
C 3.333 1.658 0.616
C 4.185 0.631 0.103
C 3.960 -0.354 -0.846
C 5.150 -1.080 -0.953
C 6.023 -0.491 -0.062
N 7.363 -0.812 0.245
O 7.934 -0.139 1.076
O 7.845 -1.753 -0.359
O 5.439 0.540 0.574
H 5.367 -1.918 -1.583
H 3.046 -0.509 -1.380
H 3.763 2.314 1.377
H 1.698 3.377 1.378
H 0.312 1.284 -1.079
H -0.746 2.582 -1.678
H -2.445 2.000 0.038
H -1.429 0.666 0.591
H -2.501 0.954 -2.248
H -1.598 -0.423 -1.617
H -4.070 -0.795 -1.780
H -4.327 0.490 -0.602
H -2.719 -2.049 -0.077
H -3.111 -0.806 1.113
H -5.141 -2.529 -0.367
H -5.533 -1.273 0.806
H -3.892 -3.783 1.397
H -5.571 -3.517 1.868
```

---

(4)
The following is a quantum chemistry calculation of a structure of composition C13H19N5O5SZr, from the Open Molecules 2025 dataset.

Results
M	448.62	Da
charge	0
DFT total energy	-1602.06276	Ha
LUMO	0.3	eV
energy above the lowest of the compared OMol25 structures with the same formula, charge and spin	70.3	kJ/mol
HOMO	-5.9	eV
frontier orbital gap	6.150	eV
multiplicity	1

Geometry as XYZ:
```
44
C13H19N5O5SZr | the Open Molecules 2025 dataset | ωB97M-V/def2-TZVPD
Zr -0.054 -0.149 -0.143
C -0.448 2.940 0.578
O -1.112 1.739 0.199
C -0.947 1.322 -1.218
C -2.225 1.524 -1.974
H -0.359 2.961 1.666
H -1.034 3.799 0.244
H 0.541 2.978 0.119
H -2.373 2.576 -2.253
H -3.099 1.199 -1.398
H -2.194 0.951 -2.902
C -3.092 -1.252 4.803
N -1.945 -0.773 4.045
C -0.861 -0.225 4.651
C 0.216 0.208 3.967
C 0.162 0.062 2.542
O 1.079 0.436 1.743
N -0.913 -0.490 1.959
C -2.006 -0.929 2.644
O -2.978 -1.454 2.141
H -2.936 -1.011 5.852
H -3.204 -2.328 4.682
H -4.001 -0.776 4.443
H -0.918 -0.156 5.730
H 1.071 0.646 4.456
C 2.022 2.061 -4.122
C 2.958 0.860 -4.198
C 2.721 -0.100 -3.077
N 2.156 0.189 -1.970
N 2.008 -0.868 -1.101
C 2.515 -1.979 -1.585
N 2.517 -3.149 -0.914
S 3.205 -1.777 -3.152
H 2.255 2.756 -4.928
H 2.121 2.575 -3.168
H 0.981 1.751 -4.207
H 4.002 1.185 -4.161
H 2.833 0.329 -5.144
H 1.795 -3.225 -0.203
H 2.722 -3.987 -1.431
O -0.027 -2.559 0.171
C -0.811 -2.635 -0.809
O -1.031 -1.640 -1.553
H -1.314 -3.588 -1.024
```

---

(5)
The following is a quantum chemistry calculation of a cluster of 2 separate species, C13H19NO3 in total, from the Open Molecules 2025 dataset.

Results
structure (SMILES)	Cc1cccc(CCOC=O)c1.CNC(C)=O
M	237.30	Da
charge	0
DFT total energy	-787.23357	Ha
LUMO	0.8	eV
energy above the lowest of the compared OMol25 structures with the same formula, charge and spin	94.0	kJ/mol
HOMO	-8.6	eV
frontier orbital gap	9.471	eV
multiplicity	1

Geometry as XYZ:
```
36
C13H19NO3 | the Open Molecules 2025 dataset | ωB97M-V/def2-TZVPD
C 0.914 0.057 3.010
C 0.085 0.079 1.755
C 0.525 0.752 0.614
C -0.246 0.785 -0.535
C -1.480 0.146 -0.563
C -1.945 -0.521 0.564
C -3.295 -1.192 0.552
C -4.401 -0.471 1.358
O -3.933 0.549 2.246
C -3.907 1.802 1.734
O -2.923 2.465 1.631
C -1.151 -0.553 1.709
H 1.785 -0.589 2.915
H 1.238 1.065 3.267
H 0.308 -0.301 3.842
H 1.484 1.257 0.628
H 0.109 1.292 -1.420
H -2.085 0.176 -1.460
H -3.627 -1.236 -0.484
H -3.200 -2.208 0.929
H -4.899 -1.196 1.998
H -5.168 -0.073 0.690
H -4.897 2.204 1.465
H -1.525 -1.072 2.584
C 3.063 -1.464 -1.578
C 2.492 -0.592 -2.672
O 1.366 -0.760 -3.104
N 3.284 0.406 -3.155
C 4.633 0.753 -2.758
H 2.309 -2.195 -1.305
H 3.960 -1.984 -1.919
H 3.314 -0.870 -0.698
H 2.845 0.952 -3.880
H 4.673 1.776 -2.381
H 5.318 0.672 -3.603
H 4.977 0.086 -1.974
```